Record 1
This record from the Open Molecules 2025 dataset describes one molecule with the formula C3H7N3S2 at a distorted geometry. The level of theory is the ωB97M-V functional and the def2-TZVPD basis.

Output
SMILES = CN(C=S)/N=C\NS
Energy relative to the best compared isomer or geometry (same formula, charge and spin) = 5.175 eV
LUMO energy = 0.1056 eV

Bonds (Å) are listed after each position.
Geometry (Å):
1 C -1.51 0.83 -1.20  N2 1.430, H9 1.105, H10 1.294, H11 1.067
2 N -0.93 0.12 -0.10  C1 1.430, C3 1.330, N5 1.453
3 C -1.34 -0.84 0.72  N2 1.330, S4 1.673, H12 1.166
4 S -0.56 -1.47 2.06  C3 1.673
5 N -0.02 1.06 0.54  N2 1.453, C6 1.257
6 C 1.20 0.80 0.66  N5 1.257, N7 1.359, H13 1.022
7 N 2.09 -0.18 0.36  C6 1.359, S8 1.855, H14 0.936
8 S 1.81 -1.51 -0.91  N7 1.855, H15 1.610
9 H -1.83 1.72 -0.62  C1 1.105
10 H -0.53 1.41 -1.82  C1 1.294
11 H -2.15 0.22 -1.79  C1 1.067
12 H -2.07 -1.49 0.08  C3 1.166
13 H 1.84 1.43 1.15  C6 1.022
14 H 3.02 -0.15 0.45  N7 0.936
15 H 1.00 -1.96 0.41  S8 1.610

Mulliken atomic charge list, values in e, 6 entries:
1. C -0.8528
2. N 0.5524
3. C -0.1418
4. S -0.3307
5. N -0.7547
6. C 0.0542

***

Record 2
This record from the Open Molecules 2025 dataset describes a 2-piece molecular cluster, C4H12N3O overall at a distorted geometry. The level of theory is the ωB97M-V functional and the def2-TZVPD basis.

Output
Net charge = +1
Energy relative to the best compared isomer or geometry (same formula, charge and spin) = 5.527 eV
LUMO energy = -2.9628 eV

Bonds (Å) are listed after each position.
Geometry (Å):
1 C 0.42 0.47 -0.49  N7 1.259, H9 1.065
2 C 2.66 -0.14 -0.90  N7 1.453, H10 1.171, H11 1.049, H12 1.085
3 C 1.62 -0.60 1.33  N7 1.501, H13 1.139, H14 1.091, H15 1.007
4 C -1.65 0.52 0.77  N6 1.356, O8 1.331, H16 1.074
5 N -3.01 -0.06 -1.14  N6 1.471, H17 0.948, H18 1.016
6 N -2.49 0.95 -0.21  C4 1.356, N5 1.471, H19 1.026
7 N 1.50 0.00 -0.04  C1 1.259, C2 1.453, C3 1.501
8 O -1.59 -0.67 1.37  C4 1.331, H20 0.980
9 H 0.43 0.90 -1.46  C1 1.065
10 H 3.54 0.58 -0.62  C2 1.171
11 H 2.50 -0.22 -1.93  C2 1.049
12 H 3.01 -1.10 -0.52  C2 1.085
13 H 1.12 0.05 2.12  C3 1.139
14 H 2.67 -0.75 1.61  C3 1.091
15 H 1.28 -1.54 1.33  C3 1.007
16 H -1.24 1.39 1.25  C4 1.074
17 H -2.84 0.15 -2.04  N5 0.948
18 H -3.94 -0.39 -0.87  N5 1.016
19 H -2.44 1.96 -0.38  N6 1.026
20 H -1.55 -1.51 0.86  O8 0.980

Mulliken atomic charge list, values in e, 6 entries:
1. C -0.2358
2. C -0.9324
3. C -0.9767
4. C -0.0185
5. N -0.4871
6. N -0.0110

***

Record 3
This record from the Open Molecules 2025 dataset describes one molecule with the formula C4H11NS at a distorted geometry. The level of theory is the ωB97M-V functional and the def2-TZVPD basis.

Output
SMILES = CSC[C@H](C)N
Energy relative to the best compared isomer or geometry (same formula, charge and spin) = 1.359 eV
LUMO energy = 0.9901 eV

Bonds (Å) are listed after each position.
Geometry (Å):
1 C 2.74 -0.20 0.47  S2 1.761, H7 1.144, H8 1.111, H9 1.090
2 S 1.37 0.27 -0.52  C1 1.761, C3 1.748
3 C 0.04 -0.50 0.32  S2 1.748, C4 1.531, H10 1.138, H11 1.125
4 C -1.29 -0.07 -0.30  C3 1.531, C5 1.655, N6 1.494, H12 1.042
5 C -1.80 1.38 0.30  C4 1.655, H13 1.083, H14 1.155, H15 1.100
6 N -2.44 -1.00 -0.10  C4 1.494, H16 0.971, H17 1.014
7 H 2.76 -1.34 0.43  C1 1.144
8 H 3.73 0.17 0.13  C1 1.111
9 H 2.59 -0.04 1.54  C1 1.090
10 H -0.21 -0.32 1.41  C3 1.138
11 H 0.13 -1.62 0.22  C3 1.125
12 H -1.01 -0.05 -1.30  C4 1.042
13 H -2.79 1.69 0.01  C5 1.083
14 H -0.85 2.03 0.17  C5 1.155
15 H -1.86 1.10 1.36  C5 1.100
16 H -2.27 -1.96 -0.14  N6 0.971
17 H -3.18 -0.63 0.49  N6 1.014

Mulliken atomic charge list, values in e, 6 entries:
1. C -0.7796
2. S -0.0410
3. C -0.6369
4. C -0.0549
5. C -1.1408
6. N -0.5098

***

Record 4
This record from the Open Molecules 2025 dataset describes one molecule with the formula C21H20N2O2. The level of theory is the ωB97M-V functional and the def2-TZVPD basis.

Output
SMILES = Cc1ccc(OCC(=O)N(Cc2ccccc2)c2ccccn2)cc1
Energy relative to the best compared isomer or geometry (same formula, charge and spin) = 0.411 eV
LUMO energy = 0.5643 eV

Bonds (Å) are listed after each position.
Geometry (Å):
1 C 2.36 -3.86 -1.25  C2 1.499, H26 1.089, H27 1.090, H28 1.087
2 C 1.45 -2.73 -1.64  C1 1.499, C3 1.392, C25 1.384
3 C 1.44 -2.24 -2.94  C2 1.392, C4 1.378, H29 1.081
4 C 0.62 -1.20 -3.30  C3 1.378, C5 1.394, H30 1.078
5 C -0.22 -0.60 -2.36  C4 1.394, O6 1.371, C24 1.388
6 O -1.01 0.42 -2.83  C5 1.371, C7 1.405
7 C -1.65 1.24 -1.89  O6 1.405, C8 1.536, H31 1.094, H32 1.097
8 C -0.59 1.98 -1.06  C7 1.536, O9 1.209, N10 1.371
9 O 0.40 2.42 -1.59  C8 1.209
10 N -0.76 2.03 0.30  C8 1.371, C11 1.469, C18 1.392
11 C 0.44 2.31 1.10  N10 1.469, C12 1.508, H33 1.090, H34 1.093
12 C 1.34 1.11 1.20  C11 1.508, C13 1.389, C17 1.389
13 C 2.34 0.90 0.26  C12 1.389, C14 1.384, H35 1.079
14 C 3.16 -0.21 0.35  C13 1.384, C15 1.384, H36 1.080
15 C 2.99 -1.12 1.38  C14 1.384, C16 1.385, H37 1.080
16 C 1.99 -0.92 2.31  C15 1.385, C17 1.383, H38 1.081
17 C 1.17 0.19 2.22  C12 1.389, C16 1.383, H39 1.079
18 C -1.95 1.80 0.99  N10 1.392, C19 1.400, N23 1.328
19 C -3.19 2.22 0.48  C18 1.400, C20 1.381, H40 1.078
20 C -4.32 1.98 1.22  C19 1.381, C21 1.389, H41 1.080
21 C -4.21 1.33 2.45  C20 1.389, C22 1.384, H42 1.078
22 C -2.94 0.99 2.88  C21 1.384, N23 1.320, H43 1.082
23 N -1.84 1.22 2.18  C18 1.328, C22 1.320
24 C -0.22 -1.08 -1.06  C5 1.388, C25 1.385, H44 1.079
25 C 0.60 -2.14 -0.71  C2 1.384, C24 1.385, H45 1.080
26 H 2.21 -4.71 -1.91  C1 1.089
27 H 3.40 -3.55 -1.34  C1 1.090
28 H 2.17 -4.17 -0.23  C1 1.087
29 H 2.09 -2.69 -3.68  C3 1.081
30 H 0.61 -0.81 -4.31  C4 1.078
31 H -2.21 1.96 -2.49  C7 1.094
32 H -2.35 0.66 -1.27  C7 1.097
33 H 0.11 2.63 2.09  C11 1.090
34 H 0.96 3.13 0.60  C11 1.093
35 H 2.47 1.60 -0.55  C13 1.079
36 H 3.93 -0.37 -0.39  C14 1.080
37 H 3.63 -1.99 1.45  C15 1.080
38 H 1.85 -1.63 3.12  C16 1.081
39 H 0.38 0.34 2.94  C17 1.079
40 H -3.24 2.76 -0.45  C19 1.078
41 H -5.29 2.30 0.86  C20 1.080
42 H -5.07 1.12 3.05  C21 1.078
43 H -2.78 0.51 3.84  C22 1.082
44 H -0.85 -0.65 -0.30  C24 1.079
45 H 0.58 -2.50 0.30  C25 1.080

Mulliken atomic charge list, values in e, 6 entries:
1. C -1.6963
2. C 0.6994
3. C -0.5123
4. C -0.7870
5. C 0.3438
6. O -0.4118

***

| no. | gap between HOMO and LUMO (eV) |
| --- | --- |
| 1 | 8.54 |
| 2 | 9.44 |
| 3 | 9.49 |
| 4 | 8.66 |